[1]
{
  "formula": "C27H17Br4CrNO8S",
  "method": "ωB97M-V/def2-TZVPD",
  "e_above_lowest_kj_mol": 0.00,
  "e_lumo_ha": [0.1406, 0.1406],
  "max_force_ev_per_a": 2.1,
  "total_energy_ev": -365576.3250,
  "total_charge": -2,
  "homo_energy_ev": [-1.372, -1.623],
  "spin_multiplicity": 5,
  "homo_lumo_gap_ev": [5.198, 5.449],
  "elements": ["Cr", "O", "C", "C", "C", "N", "C", "C", "C", "O", "O", "C", "O", "O", "H", "H", "H", "Br", "C", "C", "Br", "C", "Br", "C", "O", "C", "O", "C", "Br", "O", "S", "C", "C", "C", "C", "C", "C", "C", "C", "C", "C", "C", "C", "C", "C", "H", "H", "H", "H", "H", "H", "H", "H", "H", "H", "H", "H", "H", "H"],
  "positions_angstrom": [[11.88002, 15.00992, 11.24781], [17.83095, 14.01738, 10.60743], [16.53356, 14.40267, 10.86698], [15.94886, 15.48410, 10.21665], [14.64248, 15.82515, 10.52320], [13.93437, 15.13532, 11.40704], [14.52726, 14.14071, 12.10222], [15.82253, 13.71890, 11.86013], [13.51272, 13.52186, 13.11093], [13.84342, 12.48857, 13.69179], [12.47041, 14.21090, 13.19663], [13.87070, 17.03616, 9.89201], [14.49231, 17.67797, 9.04613], [12.75536, 17.19092, 10.41176], [18.17774, 14.55417, 9.89116], [16.47276, 16.12765, 9.50191], [16.23103, 12.91874, 12.46285], [5.86979, 14.95722, 7.58183], [7.66768, 14.76749, 8.07335], [8.64188, 14.62109, 7.12116], [8.18544, 14.64581, 5.26817], [10.01673, 14.63872, 7.48838], [11.36022, 14.34388, 6.22226], [10.42261, 14.79102, 8.80341], [11.65278, 14.80760, 9.18021], [9.38590, 14.88925, 9.83147], [9.78164, 14.99457, 11.06283], [8.04446, 14.85549, 9.42534], [6.75660, 15.13620, 10.80534], [12.14441, 12.62836, 11.19401], [12.02332, 11.55430, 10.14910], [13.23552, 10.38091, 10.79436], [13.50446, 9.19908, 9.96515], [13.88554, 9.31441, 8.63247], [14.24085, 8.21805, 7.90044], [14.23754, 6.94941, 8.46424], [13.79772, 6.79802, 9.78972], [13.40082, 7.91276, 10.50398], [10.44863, 10.71044, 10.57525], [10.34843, 10.25390, 11.97143], [10.45828, 8.88866, 12.25081], [10.31444, 8.40463, 13.54707], [10.15411, 9.30433, 14.59046], [10.12234, 10.66628, 14.31502], [10.20911, 11.15951, 13.00694], [12.98457, 10.12120, 11.81802], [14.10632, 11.06597, 10.84707], [13.90017, 10.28051, 8.15918], [14.52244, 8.31106, 6.87433], [14.51305, 6.08446, 7.86522], [13.77656, 5.86001, 10.24786], [13.03758, 7.75412, 11.51358], [10.33020, 9.86902, 9.87903], [9.66015, 11.47958, 10.37181], [10.58860, 8.21444, 11.41358], [10.35252, 7.33989, 13.71165], [10.04858, 8.94787, 15.59938], [10.07994, 11.37426, 15.10930], [10.22849, 12.23469, 12.76268]]
}


[2]
{
  "formula": "C27H17O21PV",
  "method": "ωB97M-V/def2-TZVPD",
  "e_lumo_ha": [0.3370, 0.3370],
  "max_force_ev_per_a": 9.1,
  "total_energy_ev": -106229.1572,
  "total_charge": -6,
  "homo_energy_ev": [5.870, 5.869],
  "spin_multiplicity": 2,
  "homo_lumo_gap_ev": [3.301, 3.302],
  "elements": ["O", "V", "C", "C", "C", "O", "C", "C", "C", "O", "O", "O", "H", "H", "C", "C", "C", "O", "C", "C", "C", "O", "O", "O", "H", "H", "C", "C", "C", "O", "C", "C", "C", "O", "O", "O", "H", "H", "C", "C", "C", "O", "C", "C", "C", "O", "O", "O", "H", "H", "C", "O", "P", "O", "O", "C", "O", "C", "H", "H", "H", "H", "H", "H", "H", "H", "H"],
  "positions_angstrom": [[-0.80448, -0.24979, -0.51241], [-0.87523, 0.47267, 0.92853], [-1.02551, -2.94408, 3.84409], [-0.89275, -2.61303, 2.44763], [-0.82252, -3.88303, 1.42631], [-0.61584, -3.73045, 0.22255], [-0.76603, -5.23946, 2.05358], [-0.91357, -5.32482, 3.39492], [-1.08179, -4.14104, 4.40845], [-1.22895, -4.17826, 5.69324], [-0.77805, -6.51395, 3.81013], [-0.88367, -1.43949, 2.07829], [-1.23562, -2.11323, 4.50131], [-0.53685, -6.11301, 1.46130], [-1.18177, 4.74897, -0.17784], [-1.38967, 5.69394, -1.10310], [-1.21850, 5.45394, -2.61751], [-1.15886, 6.36269, -3.52252], [-0.86236, 4.21340, -3.11631], [-0.80548, 3.04639, -2.24943], [-0.91462, 3.40947, -0.65166], [-0.92873, 2.50123, 0.26764], [-0.67497, 1.89657, -2.55735], [-1.69848, 6.87663, -0.66310], [-1.21306, 4.84711, 0.89724], [-0.68974, 4.03043, -4.16661], [4.65565, 1.79963, 1.87692], [3.22127, 1.69472, 2.24699], [2.24638, 1.16323, 1.12988], [1.18527, 0.63208, 1.40664], [2.71061, 1.30759, -0.19100], [4.01855, 1.71143, -0.46226], [5.05586, 1.81139, 0.63787], [6.40621, 2.01421, 0.54729], [4.29007, 1.61490, -1.71478], [2.87092, 2.18698, 3.31538], [5.32708, 1.96906, 2.70570], [2.01898, 1.05766, -0.98194], [-2.86976, 2.12134, 4.40712], [-4.13617, 2.16807, 4.73084], [-5.14343, 1.55960, 3.82430], [-6.42774, 1.32465, 4.15406], [-4.82763, 0.92770, 2.67579], [-3.43989, 0.75684, 2.23455], [-2.36418, 1.48745, 3.12416], [-1.16397, 1.49428, 2.74088], [-3.07080, 0.36790, 1.13014], [-4.35844, 2.77697, 5.83562], [-2.02309, 2.55316, 4.92004], [-5.62022, 0.47882, 2.09551], [-0.70452, -2.73121, -3.15634], [0.52737, -3.35637, -3.61206], [1.72212, -2.46799, -4.18429], [1.53436, -1.99767, -5.56683], [1.93408, -1.23773, -3.07200], [2.46001, -0.06044, -3.62620], [2.95878, -3.54285, -4.09393], [2.89478, -4.63193, -5.02433], [-0.73331, -1.74631, -3.62244], [-0.70653, -2.67441, -2.06783], [-1.58868, -3.20588, -3.58187], [3.53482, -0.09297, -3.44779], [1.84661, 0.61408, -3.02882], [2.22765, 0.08178, -4.68161], [2.42066, -4.46415, -5.99137], [2.41807, -5.48696, -4.54498], [3.88923, -5.04851, -5.18443]]
}


[3]
{
  "formula": "C27H18BrGaN4O7S",
  "method": "ωB97M-V/def2-TZVPD",
  "e_above_lowest_kj_mol": 1.24,
  "e_lumo_ha": -0.0385,
  "max_force_ev_per_a": 0.3,
  "total_energy_ev": -181843.5010,
  "homo_energy_ev": -8.510,
  "homo_lumo_gap_ev": 7.462,
  "elements": ["Ga", "C", "O", "C", "C", "C", "C", "C", "C", "C", "N", "C", "C", "N", "C", "C", "C", "C", "N", "C", "C", "N", "C", "C", "C", "C", "H", "H", "H", "H", "H", "H", "H", "H", "H", "H", "H", "H", "H", "H", "O", "S", "O", "O", "O", "Br", "C", "C", "C", "C", "C", "C", "C", "O", "O", "H", "H", "H", "H"],
  "positions_angstrom": [[-1.40354, -2.84156, -1.77147], [4.72489, 5.63374, 7.03247], [4.99526, 5.47923, 5.65000], [4.22926, 4.61121, 4.95063], [3.19082, 3.86475, 5.49587], [2.47118, 3.00102, 4.68111], [2.76743, 2.86562, 3.33241], [3.81502, 3.62304, 2.79886], [4.53527, 4.48326, 3.59373], [2.03011, 1.95802, 2.45204], [2.28469, 1.77060, 1.17800], [1.37191, 0.84041, 0.75906], [0.53796, 0.46890, 1.79095], [0.96702, 1.19971, 2.86985], [-0.51488, -0.48650, 1.65232], [-1.39613, -0.93185, 2.65248], [-2.33855, -1.88091, 2.35233], [-2.41441, -2.39119, 1.05072], [-1.60596, -1.95960, 0.10416], [-0.66217, -1.04390, 0.37994], [0.22201, -0.68792, -0.70985], [0.02636, -1.32883, -1.87872], [0.80831, -1.06747, -2.90914], [1.84046, -0.12846, -2.82800], [2.05951, 0.53248, -1.64366], [1.23910, 0.25378, -0.54178], [5.44214, 6.36158, 7.39923], [4.85906, 4.69159, 7.56933], [3.71163, 6.00770, 7.19764], [2.93420, 3.94194, 6.54167], [1.67011, 2.43053, 5.13628], [4.04917, 3.51789, 1.74859], [5.34801, 5.07209, 3.19055], [0.59040, 1.17424, 3.79997], [-1.32289, -0.54017, 3.65961], [-3.01240, -2.25816, 3.10722], [-3.10930, -3.16906, 0.76650], [0.60713, -1.62641, -3.81385], [2.45827, 0.05576, -3.69479], [2.85530, 1.25768, -1.53695], [-1.23486, -5.07412, 0.77997], [-1.18807, -5.13405, -0.66412], [-2.42926, -4.39540, -1.24017], [-0.11040, -4.12995, -1.18221], [-1.01900, -6.42417, -1.25576], [-5.93553, -1.40244, -8.80762], [-4.91417, -1.68841, -7.24146], [-3.73824, -2.41842, -7.32606], [-2.99527, -2.62495, -6.17668], [-3.42874, -2.10398, -4.96235], [-4.61312, -1.37959, -4.89373], [-5.36291, -1.16698, -6.03774], [-2.63069, -2.33009, -3.74012], [-3.00718, -1.88820, -2.61431], [-1.53417, -2.97212, -3.78459], [-3.41506, -2.82163, -8.27506], [-2.07981, -3.19991, -6.20611], [-4.93822, -0.99227, -3.93792], [-6.28704, -0.60811, -5.99928]]
}


[4]
{
  "formula": "C27H18N2O9V",
  "method": "ωB97M-V/def2-TZVPD",
  "e_above_lowest_kj_mol": 13.26,
  "e_lumo_ha": [0.0816, 0.0817],
  "max_force_ev_per_a": 1.2,
  "total_energy_ev": -75392.9679,
  "total_charge": -1,
  "homo_energy_ev": [-4.355, -4.671],
  "spin_multiplicity": 3,
  "homo_lumo_gap_ev": [6.576, 6.893],
  "elements": ["V", "O", "C", "C", "C", "N", "C", "C", "C", "O", "O", "C", "O", "O", "H", "H", "H", "O", "C", "O", "C", "C", "C", "C", "O", "C", "O", "C", "C", "H", "H", "H", "H", "H", "C", "C", "C", "C", "C", "C", "N", "C", "C", "C", "C", "C", "C", "H", "H", "H", "H", "H", "H", "H", "H", "H", "H"],
  "positions_angstrom": [[-0.15526, 0.75357, -0.99809], [0.04128, 6.54846, -2.90385], [-0.03521, 5.27446, -2.43614], [-1.25683, 4.68122, -2.11501], [-1.22123, 3.38834, -1.63077], [-0.07416, 2.76270, -1.45996], [1.07547, 3.26035, -1.87863], [1.15664, 4.54808, -2.36602], [2.14334, 2.16857, -2.00291], [3.27947, 2.44081, -2.32144], [1.63038, 0.98368, -1.81874], [-2.41898, 2.43364, -1.53296], [-3.54954, 2.85393, -1.63975], [-2.02968, 1.19340, -1.45471], [-0.84336, 6.92515, -2.94720], [-2.20959, 5.16929, -2.27378], [2.09188, 4.94878, -2.72627], [-0.98818, -2.18724, 0.67882], [-0.52273, -2.22841, -0.44813], [-0.22671, -1.20310, -1.18185], [-0.15393, -3.55600, -1.07363], [0.27680, -3.64512, -2.38858], [0.59880, -4.87629, -2.97105], [0.47240, -5.98469, -2.17267], [0.72808, -7.29691, -2.49863], [0.43273, -8.05296, -1.32368], [0.01875, -7.15803, -0.29895], [0.04826, -5.89755, -0.86220], [-0.27731, -4.70444, -0.27733], [0.36701, -2.73241, -2.95946], [0.93314, -4.95439, -3.99580], [1.33613, -8.57813, -1.00185], [-0.37944, -8.75153, -1.54525], [-0.62179, -4.61827, 0.74271], [-3.12580, 2.78606, 3.27048], [-3.41276, 1.79546, 2.34394], [-2.40267, 1.20691, 1.59345], [-1.08088, 1.62528, 1.73548], [-0.79802, 2.62062, 2.67912], [-1.80459, 3.18927, 3.43869], [-0.04562, 1.07536, 0.95013], [1.04822, 0.58994, 1.69689], [2.36519, 0.82856, 1.31347], [3.42871, 0.30573, 2.04044], [3.20373, -0.45070, 3.17844], [1.88948, -0.68800, 3.57586], [0.83150, -0.18423, 2.84572], [-3.91638, 3.23585, 3.85745], [-4.43296, 1.45919, 2.20622], [-2.63288, 0.40714, 0.90503], [0.22994, 2.93975, 2.80538], [-1.55631, 3.95963, 4.15956], [2.57383, 1.43433, 0.44195], [4.44020, 0.50600, 1.70909], [4.03231, -0.85673, 3.74428], [1.68606, -1.29053, 4.45323], [-0.18692, -0.40390, 3.13942]]
}